Molecular formula: CH6BNO3
Method: DFT, ωB97M-V with the def2-TZVPD basis set

```
12
Properties=species:S:1:pos:R:3
O -0.07 -2.12 -0.64
B -0.77 -2.34 0.27
O -1.33 -2.34 1.46
H -2.30 -2.47 1.44
C -0.77 0.09 -1.88
N -0.43 0.59 -0.79
H -0.28 -0.57 -2.58
H -1.77 0.08 -2.03
H 0.64 0.48 -0.60
O 2.44 3.07 1.49
H 2.45 3.44 2.37
H 2.20 2.09 1.49
```

**HOMO energy**: -9.792 eV
**Molar mass**: 90.9 Da
**Multiplicity**: 1
**LUMO**: -0.1 eV
**DFT total energy**: -9443.5210 eV
**Charge**: 0
**Gap between HOMO and LUMO**: 9.70 eV
**Max |F|**: 4.06 eV Å⁻¹

For each atom in turn, the Löwdin charge in e is: number 1, O, carries 0.1616; number 2, B, carries -0.5648; number 3, O, carries 0.2276; number 4, H, carries 0.1462; number 5, C, carries -0.1741; number 6, N, carries 0.0221; number 7, H, carries 0.0691; number 8, H, carries 0.0267; number 9, H, carries 0.0896; number 10, O, carries -0.0932; number 11, H, carries 0.0148; number 12, H, carries 0.0744